[1]
{
  "formula": "C7H12",
  "method": "ωB97M-V/def2-TZVPD",
  "species": ["C", "C", "C", "C", "C", "C", "C", "H", "H", "H", "H", "H", "H", "H", "H", "H", "H", "H", "H"],
  "coordinates": [[2.38, 0.39, -0.72], [1.11, -0.47, -0.80], [0.27, -0.39, 0.48], [-0.46, 0.94, 0.77], [-1.83, 0.28, 0.78], [-2.00, -0.58, -0.40], [-1.02, -1.27, 0.52], [2.97, 0.34, -1.64], [3.02, 0.07, 0.11], [2.13, 1.45, -0.54], [0.52, -0.15, -1.67], [1.39, -1.51, -0.99], [0.92, -0.67, 1.31], [-0.40, 1.71, 0.00], [-0.16, 1.38, 1.72], [-2.71, 0.62, 1.35], [-2.95, -1.08, -0.51], [-1.64, -0.13, -1.33], [-1.54, -0.93, 1.55]],
  "smiles": "CC[C@H]1C[C@H]2C[C@@H]12",
  "homo_lumo_gap_ev": 9.02,
  "e_above_lowest_kj_mol": 358.17,
  "lumo_energy_ev": 1.10,
  "homo_energy_ev": -7.9
}

***

[2]
{
  "formula": "C7H12",
  "method": "ωB97M-V/def2-TZVPD",
  "species": ["C", "C", "C", "C", "C", "C", "C", "H", "H", "H", "H", "H", "H", "H", "H", "H", "H", "H", "H"],
  "coordinates": [[-2.36, -0.45, 0.82], [-1.58, 0.27, -0.28], [-0.43, 1.07, 0.35], [0.88, 0.32, 0.32], [1.42, -0.21, 1.42], [1.43, -1.06, -1.66], [1.34, 0.17, -1.09], [-2.93, 0.25, 1.43], [-3.15, -1.11, 0.44], [-1.73, -1.06, 1.47], [-2.30, 1.00, -0.67], [-1.28, -0.41, -1.07], [-0.30, 1.98, -0.27], [-0.66, 1.51, 1.32], [1.35, 0.35, 2.35], [2.06, -1.09, 1.42], [2.20, -1.80, -1.42], [0.98, -1.28, -2.63], [1.46, 1.08, -1.67]],
  "smiles": "C=CC(=C)CCC",
  "homo_lumo_gap_ev": 8.29,
  "e_above_lowest_kj_mol": 345.04,
  "lumo_energy_ev": 0.44,
  "homo_energy_ev": -7.9
}

***

[3]
{
  "formula": "C7H12",
  "method": "ωB97M-V/def2-TZVPD",
  "species": ["C", "C", "C", "C", "C", "C", "C", "H", "H", "H", "H", "H", "H", "H", "H", "H", "H", "H", "H"],
  "coordinates": [[2.63, 0.12, -0.66], [1.13, 0.03, -0.74], [0.26, 0.08, 0.46], [-0.83, 1.23, 0.73], [-1.97, 0.32, 0.88], [-2.06, -0.57, -0.28], [-0.65, -1.08, 0.08], [3.10, -0.41, -1.50], [3.00, -0.32, 0.27], [2.98, 1.17, -0.71], [0.68, 0.45, -1.64], [0.25, -1.27, -0.88], [0.80, -0.09, 1.39], [-0.91, 1.89, -0.14], [-0.58, 1.83, 1.60], [-2.31, -0.01, 1.86], [-2.82, -1.35, -0.22], [-2.09, -0.08, -1.25], [-0.61, -1.95, 0.74]],
  "homo_lumo_gap_ev": [8.04, 7.71],
  "e_above_lowest_kj_mol": 487.34,
  "lumo_energy_ev": [0.86, 0.75],
  "homo_energy_ev": [-7.2, -7.0]
}

***

[4]
{
  "formula": "C7H12",
  "method": "ωB97M-V/def2-TZVPD",
  "species": ["C", "C", "C", "C", "C", "C", "C", "H", "H", "H", "H", "H", "H", "H", "H", "H", "H", "H", "H"],
  "coordinates": [[-2.32, 0.71, 0.68], [-1.91, -0.04, -0.61], [-0.40, -0.20, -0.53], [0.49, -0.89, -1.59], [1.81, -0.75, -0.92], [2.42, -0.35, 0.04], [2.77, 0.25, 1.33], [-3.02, 0.15, 1.29], [-1.43, 0.89, 1.30], [-2.75, 1.69, 0.47], [-2.41, -1.02, -0.67], [-2.21, 0.52, -1.51], [-0.19, -0.72, 0.41], [0.02, 0.81, -0.41], [0.22, -1.94, -1.75], [0.46, -0.39, -2.56], [1.82, 0.63, 1.76], [3.45, 1.10, 1.24], [3.18, -0.47, 2.04]],
  "smiles": "CC#CCCCC",
  "homo_lumo_gap_ev": 10.28,
  "e_above_lowest_kj_mol": 213.27,
  "lumo_energy_ev": 1.07,
  "homo_energy_ev": -9.2
}